[1]
The following is a quantum chemistry calculation of C2H5N3OS as an isolated structure, from the Open Molecules 2025 dataset.

Last column: natural (NBO) charge in e.
Positions of all 12 atoms, in Å:
C (-0.91995, 0.55758, 0.08575)  0.55
C (0.25333, 1.24773, -0.47478)  -0.01
H (-2.10940, -2.07142, 0.66591)  0.34
H (-2.96336, -0.27695, 0.03744)  0.40
H (-0.61904, -0.90324, -1.47257)  0.41
H (-0.00065, 2.13534, -1.09509)  0.22
H (3.28283, -0.40196, -0.89987)  0.21
N (-2.30932, -1.23064, -0.29191)  -0.64
N (-1.12578, -0.69221, -0.54729)  -0.43
N (1.47682, 0.80302, -0.67100)  -0.44
O (-1.68976, 1.11409, 0.99828)  -0.61
S (2.10221, -0.64922, 0.48022)  0.01

Values from the calculation:
Frontier orbital gap ... 8.44 eV
Strongest force on any atom ... 6.3 eV/A
LUMO level ... -0.0341 hartree

[2]
The following is a quantum chemistry calculation of a 2-piece molecular cluster, H3S3 overall, from the Open Molecules 2025 dataset.

Last column: natural (NBO) charge in e.
Positions of all 6 atoms, in Å:
S (-0.90013, 0.94424, -1.62026)  -0.24
H (-1.69720, 1.72791, -1.06823)  0.07
S (1.44314, -0.23876, 1.52412)  -0.46
S (-1.27013, -0.82444, -0.56480)  -0.67
H (2.13251, -1.21847, 1.01162)  0.11
H (0.29180, -0.39047, 0.71754)  0.20

Values from the calculation:
Frontier orbital gap ... 6.36 eV
Strongest force on any atom ... 3.3 eV/A
Net charge ... -1
LUMO level ... 0.1328 hartree

[3]
The following is a quantum chemistry calculation of a 2-piece molecular cluster, C3H11N2O2 overall, from the Open Molecules 2025 dataset.

Last column: natural (NBO) charge in e.
Positions of all 18 atoms, in Å:
N (0.29675, 0.94051, 1.25307)  -0.67
C (0.29301, -0.54107, 1.04937)  -0.14
C (-1.14169, -1.03163, 1.11045)  -0.67
C (0.92028, -0.71324, -0.34556)  0.65
N (0.48194, -1.67173, -1.15752)  -0.79
O (1.79241, 0.08242, -0.63921)  -0.60
H (0.06521, 1.41019, 0.36749)  0.48
H (1.21585, 1.21197, 1.59158)  0.46
H (-0.40995, 1.19311, 1.94437)  0.44
H (0.91053, -1.02561, 1.78775)  0.25
H (-1.65290, -0.78028, 2.04497)  0.24
H (-1.24931, -2.10667, 1.04373)  0.25
H (-1.77779, -0.68282, 0.28656)  0.24
H (0.85239, -1.81876, -2.09304)  0.43
H (-0.36557, -2.20846, -1.04399)  0.41
H (-1.94200, 2.99711, -0.69659)  0.49
H (-2.22414, 2.14438, -2.03683)  0.51
O (-1.73536, 2.21100, -1.20043)  -0.99

Values from the calculation:
Frontier orbital gap ... 11.03 eV
Strongest force on any atom ... 2.1 eV/A
Net charge ... +1
LUMO level ... -0.1217 hartree

[4]
The following is a quantum chemistry calculation of a 2-piece molecular cluster, CH2N4O3 overall, from the Open Molecules 2025 dataset.

Last column: natural (NBO) charge in e.
Positions of all 10 atoms, in Å:
C (-1.73086, 0.94224, 0.20377)  0.37
N (-2.54308, 1.68387, -0.22130)  -0.31
N (-0.88256, 0.08570, 0.73274)  -0.48
N (-0.16263, -0.84272, 0.07610)  0.08
N (1.96481, 0.02906, 0.13325)  0.53
O (1.99313, 1.18634, 0.41199)  -0.29
O (2.76298, -0.80082, -0.19762)  -0.31
O (-0.47743, -0.73437, -1.27614)  -0.53
H (-0.91603, 0.08765, 1.77842)  0.44
H (-0.00833, -1.63695, -1.64121)  0.51

Values from the calculation:
Frontier orbital gap (alpha / beta) ... 9.49 / 7.63 eV
Strongest force on any atom ... 4.3 eV/A
LUMO level (alpha / beta) ... -0.0114 / -0.0406 hartree